{"formula": "C2H7N3OS", "method": "wB97M-V/def2-TZVPD", "spin_multiplicity": 1, "de_lowest_kcal_mol": 74.8, "e_tot_ev": -19536.595, "max_force_ha_per_bohr": 0.1149, "smiles": "NC/C(=N/O)NS", "e_homo_ev": -8.50, "species": ["N", "C", "C", "N", "O", "N", "S", "H", "H", "H", "H", "H", "H", "H"], "xyz": [[1.204, 1.454, -1.350], [1.198, 0.108, -0.987], [-0.108, -0.507, -0.360], [-0.434, -1.653, -0.943], [-1.446, -2.301, -0.043], [-0.759, 0.185, 0.584], [0.183, 1.259, 1.397], [0.262, 1.793, -1.860], [1.423, 2.296, -0.684], [1.289, -0.702, -1.705], [2.005, -0.086, -0.350], [-1.825, -3.109, -0.511], [-1.909, 0.129, 0.827], [0.784, 0.442, 2.317]], "forces_ev_per_angstrom": [[-2.69, 4.82, -2.10], [-2.14, -1.80, 1.04], [0.30, -2.06, -2.78], [-0.69, 0.80, 2.69], [-0.22, -0.41, -1.46], [-4.54, -0.06, 1.36], [0.34, 0.99, 2.05], [2.94, -1.29, 1.39], [-0.37, -3.12, -1.24], [0.58, 0.73, -1.37], [1.14, -0.23, 1.28], [1.17, 1.79, 0.39], [4.59, -0.36, -1.03], [-0.40, 0.20, -0.22]], "nbo_charge": [-0.86, -0.27, 0.35, -0.21, -0.65, -0.80, 0.21, 0.36, 0.40, 0.23, 0.21, 0.48, 0.45, 0.09]}

{"formula": "C28H34AlN5", "method": "wB97M-V/def2-TZVPD", "spin_multiplicity": 1, "e_tot_ev": -43637.136, "max_force_ha_per_bohr": 0.0154, "e_homo_ev": -6.68, "species": ["Al", "C", "C", "C", "N", "C", "C", "C", "C", "C", "C", "C", "N", "C", "C", "C", "N", "C", "C", "C", "C", "C", "C", "C", "N", "C", "C", "H", "H", "H", "H", "H", "H", "H", "H", "H", "H", "H", "H", "H", "H", "H", "H", "H", "H", "H", "H", "H", "H", "H", "H", "H", "H", "C", "C", "C", "C", "C", "C", "N", "H", "H", "H", "H", "H", "H", "H", "H"], "xyz": [[0.025, 0.905, -0.037], [2.310, 0.726, -2.960], [1.290, -0.185, -3.643], [0.129, -0.622, -2.730], [-0.445, 0.378, -1.844], [-1.496, 1.091, -2.253], [-1.819, 1.230, -3.611], [-2.770, 2.004, -4.257], [-3.743, 2.828, -3.725], [-4.063, 2.950, -2.381], [-3.513, 2.319, -1.281], [-2.366, 1.517, -1.134], [-1.974, 1.004, 0.033], [-2.950, 0.791, 1.090], [-2.328, 0.569, 2.463], [-1.200, -0.452, 2.419], [-0.054, 0.005, 1.667], [1.110, 0.300, 2.244], [1.226, 0.576, 3.618], [2.317, 0.930, 4.387], [3.657, 0.986, 4.038], [4.202, 0.657, 2.809], [3.585, 0.302, 1.621], [2.228, 0.233, 1.271], [1.812, -0.015, 0.025], [2.696, -0.746, -0.879], [3.314, -0.013, -2.078], [1.761, 1.461, -2.369], [2.861, 1.281, -3.723], [1.782, -1.092, -4.007], [0.891, 0.332, -4.518], [0.462, -1.432, -2.083], [-0.670, -1.039, -3.351], [-1.167, 0.690, -4.285], [-2.720, 1.972, -5.339], [-4.341, 3.400, -4.424], [-4.892, 3.611, -2.154], [-4.028, 2.543, -0.357], [-3.520, -0.108, 0.817], [-3.685, 1.596, 1.182], [-3.112, 0.210, 3.135], [-1.949, 1.511, 2.860], [-1.573, -1.352, 1.917], [-0.908, -0.741, 3.431], [0.282, 0.581, 4.150], [2.087, 1.188, 5.415], [4.349, 1.294, 4.812], [5.284, 0.714, 2.758], [4.269, 0.126, 0.801], [2.111, -1.580, -1.270], [3.505, -1.200, -0.303], [3.830, -0.771, -2.675], [4.079, 0.689, -1.741], [-1.561, 3.620, 1.522], [-0.373, 3.799, 0.628], [0.141, 5.034, 0.341], [1.386, 4.832, -0.290], [1.586, 3.480, -0.360], [2.885, 2.883, -0.805], [0.499, 2.795, 0.193], [-2.053, 4.585, 1.636], [-1.231, 3.298, 2.514], [-2.293, 2.914, 1.148], [-0.313, 5.981, 0.591], [2.063, 5.589, -0.656], [3.237, 3.372, -1.715], [2.804, 1.824, -0.979], [3.645, 3.039, -0.035]], "forces_ev_per_angstrom": [[-0.35, -0.71, -0.03], [-0.16, -0.31, -0.18], [-0.03, 0.09, 0.17], [0.23, 0.00, -0.05], [-0.16, 0.43, 0.09], [0.16, -0.21, -0.21], [-0.03, 0.01, -0.12], [-0.04, 0.04, 0.17], [-0.09, 0.08, -0.10], [0.09, -0.15, -0.06], [-0.08, 0.05, 0.06], [-0.20, -0.06, 0.27], [0.03, 0.33, -0.57], [-0.06, -0.12, 0.17], [0.12, -0.06, -0.10], [-0.22, 0.19, -0.01], [0.65, 0.34, 0.06], [-0.33, -0.24, 0.30], [0.00, 0.07, 0.06], [0.10, -0.09, -0.16], [0.04, 0.03, 0.15], [-0.07, 0.03, 0.04], [0.08, 0.04, 0.05], [0.25, -0.12, -0.31], [-0.06, 0.35, 0.37], [0.10, 0.01, -0.20], [-0.11, 0.00, 0.08], [-0.02, -0.03, -0.29], [0.00, 0.03, 0.02], [-0.03, 0.00, -0.08], [0.00, 0.00, 0.00], [-0.05, -0.03, -0.07], [0.02, -0.05, 0.04], [0.01, 0.05, 0.04], [0.01, -0.01, -0.01], [0.01, -0.01, 0.00], [-0.01, 0.00, 0.00], [0.02, -0.02, -0.02], [-0.03, 0.02, 0.02], [0.02, -0.03, 0.00], [-0.01, 0.02, 0.01], [-0.05, -0.14, 0.05], [0.03, -0.05, 0.06], [-0.04, -0.09, -0.06], [0.04, 0.03, -0.01], [-0.01, 0.00, 0.01], [0.00, -0.02, -0.01], [0.00, -0.02, -0.05], [-0.01, 0.07, 0.04], [0.08, -0.04, 0.05], [-0.08, -0.07, -0.05], [0.00, 0.00, -0.02], [0.06, -0.10, -0.01], [0.18, -0.03, -0.14], [-0.07, 0.13, 0.18], [0.04, 0.03, -0.12], [-0.15, -0.02, -0.11], [0.11, 0.14, 0.02], [-0.12, 0.02, 0.34], [-0.01, -0.24, -0.15], [0.03, 0.04, 0.02], [-0.10, 0.04, -0.01], [0.08, 0.24, 0.07], [-0.06, -0.05, 0.04], [0.06, -0.04, 0.03], [-0.01, -0.08, -0.04], [0.13, 0.31, 0.26], [0.04, -0.03, 0.03]], "nbo_charge": [2.01, -0.40, -0.41, -0.22, -0.75, 0.25, -0.25, -0.14, -0.28, -0.11, -0.29, 0.25, -0.72, -0.22, -0.41, -0.21, -0.74, 0.23, -0.30, -0.11, -0.28, -0.13, -0.31, 0.34, -0.75, -0.22, -0.42, 0.22, 0.21, 0.20, 0.20, 0.20, 0.20, 0.21, 0.21, 0.21, 0.21, 0.21, 0.20, 0.19, 0.21, 0.22, 0.20, 0.19, 0.21, 0.21, 0.21, 0.21, 0.21, 0.19, 0.20, 0.21, 0.21, -0.62, 0.12, -0.30, -0.32, 0.12, -0.64, -0.78, 0.22, 0.20, 0.20, 0.20, 0.21, 0.21, 0.21, 0.21]}

{"formula": "C30H75InN5Na3O14P", "method": "wB97M-V/def2-TZVPD", "spin_multiplicity": 2, "total_charge": 4, "e_tot_ev": -96107.885, "max_force_ha_per_bohr": 0.1180, "e_homo_ev": [-16.41, -16.42], "species": ["In", "Na", "Na", "Na", "P", "O", "O", "O", "O", "C", "O", "C", "C", "N", "C", "C", "O", "C", "H", "H", "H", "H", "H", "H", "H", "H", "H", "H", "H", "H", "H", "H", "H", "C", "O", "C", "C", "N", "C", "C", "O", "C", "H", "H", "H", "H", "H", "H", "H", "H", "H", "H", "H", "H", "H", "H", "H", "C", "O", "C", "C", "N", "C", "C", "O", "C", "H", "H", "H", "H", "H", "H", "H", "H", "H", "H", "H", "H", "H", "H", "H", "C", "O", "C", "C", "N", "C", "C", "O", "C", "H", "H", "H", "H", "H", "H", "H", "H", "H", "H", "H", "H", "H", "H", "H", "C", "O", "C", "C", "N", "C", "C", "O", "C", "H", "H", "H", "H", "H", "H", "H", "H", "H", "H", "H", "H", "H", "H", "H"], "xyz": [[2.458, -1.168, -4.953], [-0.585, -2.897, -2.988], [1.993, 2.055, -2.895], [-1.549, -0.374, -4.653], [0.303, -0.209, -2.265], [1.244, -1.495, -2.411], [-1.139, -0.638, -2.465], [0.597, 0.413, -3.679], [0.706, 0.982, -1.237], [6.258, 2.982, 2.260], [4.958, 2.604, 1.925], [4.672, 2.867, 0.530], [3.236, 2.628, 0.175], [2.740, 1.288, 0.314], [2.027, 1.135, 1.655], [1.610, -0.337, 1.871], [0.643, -0.458, 2.979], [1.200, -0.144, 4.279], [7.052, 2.274, 2.020], [6.131, 3.137, 3.331], [6.550, 3.963, 1.886], [5.380, 2.257, -0.031], [4.869, 3.909, 0.276], [3.168, 2.589, -0.912], [2.461, 3.326, 0.491], [2.055, 1.001, -0.371], [1.135, 1.750, 1.533], [2.639, 1.543, 2.460], [2.484, -0.968, 2.038], [1.104, -0.778, 1.012], [1.873, 0.714, 4.317], [1.726, -1.049, 4.584], [0.385, 0.064, 4.971], [0.719, -4.917, -1.465], [-0.494, -4.570, -0.771], [-0.344, -3.413, 0.096], [-1.677, -3.011, 0.568], [-1.565, -2.398, 1.933], [-2.747, -1.839, 2.662], [-4.053, -2.601, 2.410], [-4.995, -2.300, 1.335], [-5.847, -1.259, 1.656], [0.586, -5.384, -2.441], [1.115, -5.647, -0.758], [1.448, -4.121, -1.615], [0.019, -2.499, -0.374], [0.360, -3.627, 0.900], [-2.174, -3.967, 0.732], [-2.376, -2.464, -0.064], [-1.022, -1.555, 1.814], [-2.994, -0.888, 2.190], [-2.638, -1.748, 3.743], [-4.634, -2.711, 3.326], [-3.781, -3.642, 2.234], [-5.394, -0.272, 1.570], [-6.371, -1.432, 2.596], [-6.545, -1.250, 0.818], [0.079, 2.204, -6.067], [-1.202, 1.732, -5.859], [-2.125, 2.655, -5.329], [-1.977, 2.607, -3.779], [-2.700, 1.402, -3.269], [-3.909, 1.515, -2.491], [-4.315, 0.234, -1.739], [-5.763, 0.267, -1.468], [-6.127, 1.424, -0.683], [0.595, 2.631, -5.207], [0.120, 3.022, -6.786], [0.643, 1.291, -6.261], [-3.118, 2.273, -5.568], [-2.126, 3.647, -5.781], [-2.500, 3.500, -3.437], [-0.991, 2.560, -3.318], [-2.015, 0.917, -2.707], [-4.791, 1.928, -2.980], [-3.580, 2.249, -1.755], [-3.796, 0.049, -0.798], [-4.052, -0.732, -2.169], [-5.488, 1.477, 0.199], [-7.205, 1.448, -0.528], [-5.936, 2.332, -1.255], [-1.333, 2.847, -0.194], [-2.464, 3.189, 0.641], [-2.842, 2.287, 1.622], [-3.905, 2.998, 2.313], [-4.378, 2.432, 3.561], [-3.431, 2.006, 4.598], [-4.068, 1.360, 5.772], [-5.102, 2.138, 6.345], [-6.228, 1.528, 6.924], [-0.340, 3.065, 0.199], [-1.496, 3.139, -1.232], [-1.268, 1.760, -0.157], [-2.012, 2.172, 2.319], [-3.248, 1.367, 1.199], [-4.695, 3.248, 1.605], [-3.517, 3.975, 2.601], [-5.100, 1.779, 3.292], [-2.738, 2.789, 4.909], [-2.839, 1.171, 4.223], [-3.243, 1.134, 6.448], [-4.318, 0.314, 5.595], [-7.045, 1.906, 6.309], [-6.354, 1.602, 8.004], [-6.334, 0.490, 6.608], [4.177, -3.400, 0.833], [4.699, -2.613, -0.228], [3.671, -2.069, -0.980], [4.240, -0.910, -1.901], [4.960, -1.232, -3.140], [6.241, -1.893, -2.833], [6.867, -2.771, -3.922], [8.319, -3.055, -3.594], [8.627, -3.553, -2.321], [3.328, -3.934, 0.406], [3.768, -2.783, 1.633], [5.048, -3.967, 1.160], [2.815, -1.567, -0.528], [3.349, -2.896, -1.613], [4.715, -0.196, -1.228], [3.284, -0.450, -2.150], [5.235, -0.381, -3.610], [6.118, -2.653, -2.062], [7.026, -1.203, -2.524], [6.833, -2.238, -4.872], [6.283, -3.686, -4.020], [9.627, -3.943, -2.133], [8.148, -4.530, -2.384], [8.224, -2.850, -1.591]], "forces_ev_per_angstrom": [[-0.79, 0.26, 0.99], [-0.01, -0.16, 0.94], [-0.75, 0.02, -0.32], [-0.31, 1.05, -0.18], [2.28, 0.07, -2.69], [-0.72, 0.70, 1.30], [-0.36, -1.12, 2.06], [1.36, 1.22, -1.14], [-0.14, -2.54, -1.09], [0.53, 0.99, 1.60], [-1.86, -0.01, -2.42], [1.17, 0.08, 1.88], [0.04, -1.34, -2.58], [-1.35, 1.17, 5.80], [1.01, -1.67, -1.03], [-1.10, -0.02, 1.66], [1.30, 1.23, -1.27], [-0.04, -0.86, -0.28], [-0.25, -0.32, -0.05], [0.86, -0.28, 0.14], [-0.18, 0.09, -0.41], [-0.29, -0.20, -0.53], [0.14, 0.20, 0.10], [0.67, 1.49, -0.50], [0.30, 0.16, 0.66], [-1.16, -1.38, -2.14], [-0.25, 0.13, -0.12], [0.14, 0.01, -0.19], [0.20, 0.09, 0.34], [-0.16, 0.37, -0.17], [0.03, 0.04, -0.31], [0.16, 0.20, 0.43], [-0.07, -0.19, -0.21], [0.18, -0.77, 1.51], [0.07, 2.13, -1.33], [0.65, 0.28, -0.82], [-2.63, -1.16, 3.13], [0.25, 0.65, 0.17], [-1.53, -0.33, -2.51], [-0.76, -2.15, 0.08], [2.53, -0.11, 1.02], [-0.98, 0.06, -1.14], [-0.70, -0.22, 0.10], [0.87, -0.29, -0.62], [-0.21, 0.51, 0.33], [0.85, -0.26, -0.96], [-0.26, -0.25, 0.31], [-0.37, -0.08, 0.02], [0.55, 0.33, -0.70], [0.69, -0.11, 0.14], [0.22, 0.90, 0.39], [0.64, -0.09, -0.18], [-0.14, 0.52, 0.23], [0.06, -0.10, -0.24], [0.48, 0.37, 0.54], [-0.01, 0.20, 0.15], [-0.45, 0.05, 0.26], [0.82, 0.07, 0.04], [-0.62, -0.44, -0.39], [-0.06, -0.34, 1.37], [-2.63, 0.20, -0.19], [1.29, -0.86, -1.74], [0.68, 0.66, 1.29], [-1.52, -0.05, 0.47], [1.26, 0.31, 0.19], [0.44, -0.20, -1.48], [-0.35, 0.11, 0.84], [0.04, -0.46, -0.64], [0.37, 0.40, -0.82], [-0.01, -0.14, 0.16], [0.78, 0.13, 0.00], [0.11, 0.29, 0.44], [0.28, 0.29, -0.75], [-0.46, -0.21, 0.21], [0.25, -0.24, -0.57], [-0.95, 0.40, 0.69], [0.22, 0.87, 0.63], [-0.60, 0.20, -1.10], [-0.30, -0.09, 0.49], [0.20, -0.55, 0.44], [0.12, 0.19, -0.03], [-0.95, -2.10, 0.97], [0.83, 1.24, -1.47], [1.90, -0.70, -0.59], [-1.68, 3.28, 1.78], [1.56, -1.60, -1.59], [-0.63, 0.42, 0.18], [-0.81, -0.76, 1.85], [1.79, 0.35, -0.67], [-1.20, -1.10, -1.46], [-0.12, 1.13, 0.22], [0.01, 0.40, 0.41], [-0.21, -0.30, -0.56], [0.19, -0.80, 0.05], [0.42, -0.49, -0.01], [-0.48, -0.48, 0.34], [0.36, 0.24, -0.07], [-1.05, -0.32, 1.11], [-0.31, 0.41, -0.44], [0.37, -0.01, -0.88], [0.34, 0.65, 0.61], [-1.05, -0.05, -0.68], [-0.53, 0.71, 0.91], [0.28, 0.39, -0.23], [0.65, -0.54, 0.43], [0.26, 0.24, -0.40], [0.28, 0.98, 0.96], [1.61, 0.67, -2.75], [-1.55, -0.38, 0.95], [0.98, -0.90, 0.29], [0.47, -1.19, 0.95], [0.16, 1.39, -0.62], [-0.99, -0.11, -0.93], [-0.14, -0.35, -0.23], [0.18, -0.88, 0.34], [0.23, 0.13, 0.19], [-0.66, -0.44, 0.30], [0.03, -0.50, 0.84], [-0.84, 0.22, -0.28], [0.74, -0.01, 0.02], [-0.03, 0.23, -0.63], [-0.24, 0.36, -0.11], [-0.54, 0.76, 0.66], [-0.11, 0.35, 0.20], [0.81, -0.38, -0.17], [0.64, -0.54, 0.12], [0.65, 1.20, -0.72], [-1.21, -0.50, 0.63], [-0.21, -0.48, 0.42]], "mulliken_spin": [0.00, 0.00, 0.00, 0.00, -0.01, 0.00, 0.00, 0.00, 0.05, 0.00, 0.00, 0.08, -0.02, 0.83, 0.01, 0.04, 0.00, 0.00, 0.00, 0.00, 0.00, 0.00, 0.00, 0.01, 0.04, -0.05, 0.04, 0.02, 0.00, -0.03, 0.00, 0.00, 0.00, 0.00, 0.00, 0.00, 0.00, 0.00, 0.00, 0.00, 0.00, 0.00, 0.00, 0.00, 0.00, 0.00, 0.00, 0.00, 0.00, 0.00, 0.00, 0.00, 0.00, 0.00, 0.00, 0.00, 0.00, 0.00, 0.00, 0.00, 0.00, 0.00, 0.00, 0.00, 0.00, 0.00, 0.00, 0.00, 0.00, 0.00, 0.00, 0.00, 0.00, 0.00, 0.00, 0.00, 0.00, 0.00, 0.00, 0.00, 0.00, 0.00, 0.01, -0.08, -0.03, -0.77, -0.01, -0.01, -0.01, 0.00, 0.00, 0.00, 0.00, 0.00, 0.01, -0.01, -0.02, 0.03, -0.02, -0.07, 0.00, 0.00, 0.00, 0.00, 0.00, 0.00, 0.00, -0.02, 0.03, 0.00, 0.03, 0.03, 0.74, 0.06, 0.00, 0.00, 0.00, 0.01, 0.00, 0.00, -0.02, 0.00, 0.00, 0.00, 0.00, 0.02, 0.01, 0.08, 0.03]}

{"formula": "C3H7N3", "method": "wB97M-V/def2-TZVPD", "spin_multiplicity": 1, "de_lowest_kcal_mol": 78.6, "e_tot_ev": -7691.270, "max_force_ha_per_bohr": 0.0384, "e_homo_ev": -8.70, "species": ["N", "C", "C", "N", "C", "N", "H", "H", "H", "H", "H", "H", "H"], "xyz": [[0.281, -1.977, 0.199], [-0.475, -0.969, -0.554], [-0.852, 0.193, 0.335], [0.992, 1.713, 0.419], [-0.345, 1.476, 0.084], [-1.363, 1.953, -0.456], [0.337, -2.835, -0.345], [1.238, -1.675, 0.363], [-1.411, -1.431, -0.868], [0.045, -0.600, -1.453], [-1.159, -0.062, 1.350], [1.604, 1.959, -0.334], [1.108, 2.255, 1.259]], "forces_ev_per_angstrom": [[0.06, 0.12, -0.08], [-0.47, 0.15, -0.32], [-0.74, -0.02, -0.14], [0.64, 0.74, -0.10], [0.63, -0.42, 0.33], [0.58, -1.74, 0.72], [-0.09, 0.20, 0.17], [-0.20, 0.09, -0.01], [0.06, -0.22, -0.24], [-0.16, -0.01, 0.17], [-0.69, 0.20, -0.32], [0.17, 0.64, -0.17], [0.22, 0.27, -0.02]], "nbo_charge": [-0.83, -0.27, -0.05, -0.90, 0.26, -0.31, 0.36, 0.36, 0.21, 0.17, 0.21, 0.39, 0.39]}

{"formula": "C5H12O", "method": "wB97M-V/def2-TZVPD", "spin_multiplicity": 1, "de_lowest_kcal_mol": 19.3, "e_tot_ev": -7426.473, "max_force_ha_per_bohr": 0.0126, "smiles": "C/C=C/CC.O", "e_homo_ev": -9.25, "species": ["C", "C", "C", "C", "C", "H", "H", "H", "H", "H", "H", "H", "H", "H", "H", "O", "H", "H"], "xyz": [[-1.877, 1.375, 0.744], [-0.654, 0.923, 0.031], [-0.579, 0.580, -1.244], [0.660, 0.083, -1.926], [1.519, -0.808, -1.036], [-2.745, 1.439, 0.094], [-1.725, 2.331, 1.251], [-2.131, 0.661, 1.537], [0.271, 0.924, 0.614], [-1.484, 0.626, -1.843], [0.403, -0.485, -2.831], [1.267, 0.917, -2.290], [2.340, -1.290, -1.555], [0.889, -1.558, -0.555], [1.975, -0.236, -0.223], [0.614, -1.704, 2.749], [1.077, -1.870, 1.922], [0.855, -0.792, 2.964]], "forces_ev_per_angstrom": [[-0.20, -0.21, 0.52], [0.46, 0.28, 0.06], [-0.25, -0.08, -0.16], [0.36, -0.31, -0.43], [0.04, 0.20, 0.62], [-0.02, 0.10, -0.17], [-0.02, 0.05, -0.15], [0.04, 0.04, -0.05], [-0.21, -0.14, 0.03], [-0.03, 0.02, -0.04], [-0.15, 0.13, 0.22], [-0.04, 0.09, 0.01], [0.00, -0.10, -0.26], [0.04, -0.18, -0.14], [-0.02, 0.06, -0.05], [0.15, 0.33, 0.01], [-0.04, -0.07, -0.05], [-0.12, -0.24, 0.02]], "nbo_charge": [-0.64, -0.18, -0.19, -0.44, -0.60, 0.21, 0.21, 0.22, 0.18, 0.19, 0.21, 0.21, 0.21, 0.20, 0.19, -0.93, 0.47, 0.47]}